# 1
Entry from the Open Molecules 2025 dataset: a structure of composition C30H25N3P2S5Ti (wB97M-V/def2-TZVPD).

ORCA input file:
```
! wB97M-V def2-TZVPD RIJCOSX def2/J DEFGRID3
* xyz 0 3
Ti -0.94 -0.48 1.32
S -4.46 -4.58 6.18
C -3.61 -3.69 5.09
S -3.85 -3.76 3.39
C -2.72 -2.52 2.91
C -2.06 -1.91 3.91
S -0.86 -0.60 3.79
S -2.47 -2.48 5.51
S -2.58 -2.21 1.15
N 1.17 0.41 -0.93
P -0.52 0.26 -1.24
C -1.09 1.95 -1.60
C -0.26 2.95 -2.10
C -0.76 4.22 -2.36
C -2.10 4.50 -2.14
C -2.95 3.51 -1.67
C -2.44 2.24 -1.40
C -0.47 -0.47 -2.91
C 0.63 -1.19 -3.37
C 0.61 -1.76 -4.64
C -0.51 -1.63 -5.45
C -1.62 -0.93 -4.99
C -1.60 -0.36 -3.73
P 1.49 0.02 0.73
C 1.70 -1.80 0.61
C 0.90 -2.62 1.42
C 0.93 -4.01 1.25
C 1.76 -4.57 0.31
C 2.58 -3.76 -0.49
C 2.54 -2.39 -0.34
C 3.15 0.65 1.04
C 3.78 0.20 2.20
C 5.05 0.64 2.52
C 5.70 1.56 1.69
C 5.08 2.02 0.55
C 3.80 1.58 0.22
H 1.75 1.04 -1.46
H 0.78 2.75 -2.30
H -0.10 4.99 -2.75
H -2.49 5.49 -2.35
H -4.00 3.71 -1.51
H -3.11 1.47 -1.01
H 1.49 -1.31 -2.73
H 1.47 -2.31 -4.99
H -0.51 -2.07 -6.44
H -2.50 -0.83 -5.61
H -2.47 0.19 -3.38
H 0.29 -2.21 2.22
H 0.29 -4.63 1.87
H 1.78 -5.64 0.18
H 3.24 -4.21 -1.22
H 3.17 -1.75 -0.96
H 3.29 -0.52 2.85
H 5.54 0.28 3.42
H 6.70 1.90 1.95
H 5.58 2.74 -0.09
H 3.33 1.97 -0.67
N -2.79 3.13 2.33
C -3.92 2.34 2.27
C -3.51 1.14 1.78
N -2.14 1.20 1.54
C -1.75 2.40 1.89
H -2.73 4.07 2.68
H -4.89 2.68 2.58
H -4.06 0.24 1.59
H -0.74 2.78 1.84
*
```

Computed properties:
HOMO level (spin up / spin down): -6.172 / -6.345 eV
Max |F|: 1.1 eV/Å
LUMO (spin up / spin down): 0.0 / 0.0 eV



# 2
Entry from the Open Molecules 2025 dataset: a structure of composition FFe2H8O4 (wB97M-V/def2-TZVPD).

ORCA input file:
```
! wB97M-V def2-TZVPD RIJCOSX def2/J DEFGRID3
* xyz 3 9
Fe 1.50 -0.27 1.40
Fe 1.72 0.77 -2.21
F 0.52 0.09 -0.48
O 1.27 -1.32 -2.71
H 0.78 -1.86 -3.32
H 1.16 -1.76 -1.86
O -2.28 0.46 -0.44
H -1.60 -0.13 -0.77
H -2.82 0.65 -1.21
O 0.94 1.69 1.81
H 0.09 1.85 1.39
H 1.35 2.55 1.85
O -0.54 -0.69 2.16
H -0.66 -1.54 2.58
H -1.41 -0.47 1.82
*
```

Computed properties:
Energy relative to the best compared isomer or geometry (same formula, charge and spin): 137.3 kJ/mol
HOMO level (spin up / spin down): -21.130 / -21.127 eV
Max |F|: 3.0 eV/Å
LUMO (spin up / spin down): -15.1 / -15.8 eV



# 3
Entry from the Open Molecules 2025 dataset: a cluster of 2 separate species, C11H24IN in total (wB97M-V/def2-TZVPD).

ORCA input file:
```
! wB97M-V def2-TZVPD RIJCOSX def2/J DEFGRID3
* xyz -1 2
I -1.74 1.81 4.41
C 0.56 -2.47 -3.26
C -0.12 -1.13 -3.19
C -0.70 -0.86 -1.79
C 0.39 -0.47 -0.74
N -0.14 0.13 0.53
C -1.02 1.39 0.31
C -2.45 1.09 0.66
C -2.48 -0.46 0.73
C -1.15 -0.86 1.27
C 1.07 0.34 1.50
C 1.93 1.52 1.23
C 3.21 1.61 2.06
H 1.40 -2.51 -3.95
H -0.07 -3.35 -3.36
H 1.14 -2.64 -2.35
H -0.98 -1.20 -3.86
H 0.46 -0.33 -3.65
H -1.27 -1.74 -1.49
H -1.47 -0.09 -1.83
H 0.94 0.35 -1.22
H 1.12 -1.26 -0.58
H -0.66 2.27 0.85
H -0.85 1.71 -0.71
H -2.65 1.49 1.65
H -3.16 1.54 -0.04
H -3.32 -0.78 1.34
H -2.69 -0.98 -0.21
H -1.11 -0.74 2.35
H -0.74 -1.83 1.00
H 1.64 -0.59 1.52
H 0.63 0.37 2.49
H 1.40 2.48 1.27
H 2.29 1.44 0.20
H 3.48 0.58 2.27
H 3.09 2.04 3.06
H 4.01 2.11 1.51
*
```

Computed properties:
Energy relative to the best compared isomer or geometry (same formula, charge and spin): 0.0 kJ/mol
HOMO level (spin up / spin down): 0.398 / -4.425 eV
Max |F|: 2.1 eV/Å
LUMO (spin up / spin down): 3.1 / 3.0 eV



# 4
Entry from the Open Molecules 2025 dataset: a cluster of 2 separate species, C2H3Cl2NSi in total (wB97M-V/def2-TZVPD).

ORCA input file:
```
! wB97M-V def2-TZVPD RIJCOSX def2/J DEFGRID3
* xyz 0 1
C -2.07 0.56 3.16
C 0.97 -1.00 -0.68
N -1.65 0.88 2.08
Si -0.07 0.53 -0.28
Cl 0.95 2.13 0.06
Cl -1.74 0.58 -1.64
H 1.57 -0.58 -1.50
H 1.66 -1.40 0.08
H 0.38 -1.69 -1.28
*
```

Computed properties:
Energy relative to the best compared isomer or geometry (same formula, charge and spin): 338.2 kJ/mol
HOMO level: -9.212 eV
Max |F|: 3.5 eV/Å
LUMO: -2.0 eV



# 5
Entry from the Open Molecules 2025 dataset: the ion C4H13N2O with charge +1 (wB97M-V/def2-TZVPD).

ORCA input file:
```
! wB97M-V def2-TZVPD RIJCOSX def2/J DEFGRID3
* xyz 1 1
N 1.52 1.59 -0.70
C 0.82 1.65 0.59
C -0.54 0.91 0.35
C -0.31 -0.59 0.24
N 0.84 -0.83 -0.77
C -1.57 -1.36 0.02
O -1.20 -2.71 0.32
H 1.28 2.33 -1.35
H 2.55 1.80 -0.45
H 0.60 2.67 1.02
H 1.34 0.97 1.25
H -1.21 1.31 -0.43
H -1.10 1.07 1.38
H -0.02 -0.94 1.23
H 1.66 -0.55 -0.18
H 0.81 -1.72 -1.24
H 0.97 -0.08 -1.49
H -2.00 -1.39 -0.99
H -2.39 -0.99 0.65
H -2.05 -3.15 0.56
*
```

Computed properties:
Energy relative to the best compared isomer or geometry (same formula, charge and spin): 230.3 kJ/mol
HOMO level: -14.304 eV
Max |F|: 4.0 eV/Å
LUMO: -3.0 eV
SMILES: NCC[C@H]([NH3+])CO



# 6
Entry from the Open Molecules 2025 dataset: a structure of composition C21H28AuN6O2PS3 (wB97M-V/def2-TZVPD).

ORCA input file:
```
! wB97M-V def2-TZVPD RIJCOSX def2/J DEFGRID3
* xyz -1 4
Au -0.83 -5.04 0.14
S 1.30 -4.22 0.28
C 2.23 -5.41 1.00
C 3.57 -5.08 1.40
N 4.61 -4.81 1.84
C 1.68 -6.64 1.25
S 0.03 -6.98 1.25
C 2.60 -7.68 1.73
N 3.24 -8.62 2.03
O -1.56 -3.35 -0.67
N -2.89 -3.42 -1.02
C -3.33 -2.39 -1.81
C -4.63 -2.35 -2.22
C -5.51 -3.37 -1.91
C -5.02 -4.45 -1.16
C -3.67 -4.47 -0.69
S -2.95 -5.81 0.09
H -2.63 -1.57 -2.00
H -4.93 -1.44 -2.70
H -6.52 -3.41 -2.27
H -5.68 -5.26 -0.84
O 0.29 0.03 0.67
P 0.41 1.50 0.38
N 1.61 2.31 1.29
C 2.76 3.06 0.83
C 3.89 2.96 1.85
C 3.35 2.01 2.96
C 1.82 1.97 2.68
N 0.97 1.71 -1.18
C 1.31 0.56 -1.96
C 2.48 1.00 -2.94
C 2.26 2.54 -3.04
C 1.11 2.89 -2.04
N -1.05 2.29 0.64
C -1.35 3.70 0.18
C -2.61 4.06 0.90
C -3.30 2.73 1.31
C -2.27 1.62 1.10
H 2.53 4.13 0.78
H 3.05 2.74 -0.16
H 4.14 3.96 2.27
H 4.81 2.59 1.37
H 3.62 2.40 3.91
H 3.73 0.91 2.86
H 1.34 2.71 3.35
H 1.43 0.93 2.90
H 0.45 0.25 -2.65
H 1.59 -0.37 -1.43
H 2.44 0.50 -3.95
H 3.44 0.64 -2.55
H 2.10 2.83 -4.10
H 3.15 3.16 -2.84
H 0.16 3.05 -2.59
H 1.37 3.84 -1.58
H -1.46 3.72 -0.91
H -0.53 4.36 0.46
H -3.20 4.80 0.31
H -2.37 4.64 1.77
H -4.20 2.39 0.76
H -3.64 2.74 2.34
H -2.68 0.92 0.31
H -2.06 1.04 2.01
*
```

Computed properties:
Energy relative to the best compared isomer or geometry (same formula, charge and spin): 54.6 kJ/mol
HOMO level (spin up / spin down): -1.650 / -5.255 eV
Max |F|: 6.1 eV/Å
LUMO (spin up / spin down): 2.0 / 1.7 eV